13
Properties=species:S:1:pos:R:3 method="wB97M-V/def2-TZVPD" charge=0 de_lowest_kj_mol=235.51 e_homo_ev=-9.21 gap_ev=8.495
C 1.879 -1.521 -0.137
N 0.933 -0.678 0.040
C 1.054 0.639 0.061
C 0.021 1.533 -0.073
C -1.371 1.204 -0.191
O -2.228 1.984 0.276
N -1.671 -0.065 -0.530
C -2.303 -1.013 -0.099
O -2.922 -1.888 0.266
H 2.910 -1.428 -0.550
H 1.478 -2.513 0.267
H 1.957 1.143 0.510
H 0.265 2.602 0.159

15
Properties=species:S:1:pos:R:3 method="wB97M-V/def2-TZVPD" charge=+1 s2=2.02 spin_multiplicity=3 e_homo_ev="-11.43 / -13.46" gap_ev="7.499 / 5.715"
C -0.861 0.788 -0.006
C 0.361 1.341 0.000
C -0.724 -0.657 -0.004
C 0.778 -0.891 0.004
C 3.750 0.087 0.001
N -1.652 -1.495 -0.007
N 2.647 0.609 0.015
N 1.363 0.290 0.006
O 1.336 -2.057 0.009
O 0.852 2.557 0.001
S 5.240 -0.295 -0.008
H -1.812 1.281 -0.013
H 2.310 -2.078 0.019
H -1.419 -2.483 -0.005
H 0.171 3.246 -0.002

15
Properties=species:S:1:pos:R:3 method="wB97M-V/def2-TZVPD" charge=-1 s2=2.02 spin_multiplicity=3 e_homo_ev="-0.58 / -4.48" gap_ev="3.465 / 4.660"
C 0.619 -1.774 2.409
C -1.206 1.236 -2.372
C 0.889 -0.040 0.117
C -0.016 0.107 1.333
C -0.163 -0.689 2.370
N 1.269 -2.711 2.138
N 0.096 0.234 -1.095
N -0.412 0.366 -3.100
N 0.428 -0.200 -2.271
N -0.827 1.151 -1.065
S -2.233 2.283 -3.192
H 1.731 0.710 0.258
H 1.306 -1.082 0.151
H -0.598 1.004 1.114
H -0.882 -0.596 3.206

| no. | F_max (eV Å⁻¹) | total energy (Eh) |
| --- | --- | --- |
| 1 | 4.4 | -452.848554 |
| 2 | 6.1 | -905.435382 |
| 3 | 7.0 | -864.775155 |